{
  "formula": "C43H57HfN6O11",
  "method": "the ωB97M-V functional and the def2-TZVPD basis",
  "homo_ev": -9.079,
  "homo_lumo_gap_ev": 2.289,
  "total_energy_ha": -2875.46755,
  "total_charge": 1,
  "lumo_ev": -6.8,
  "species": ["Hf", "C", "C", "C", "C", "C", "C", "N", "O", "C", "C", "C", "H", "H", "H", "H", "H", "H", "H", "H", "H", "H", "H", "H", "H", "H", "H", "H", "H", "H", "C", "C", "C", "O", "H", "H", "H", "H", "H", "H", "H", "C", "C", "C", "O", "H", "H", "H", "H", "H", "H", "H", "N", "C", "C", "C", "C", "H", "H", "H", "H", "H", "C", "C", "C", "C", "C", "C", "N", "O", "O", "H", "H", "H", "H", "H", "C", "C", "C", "C", "C", "C", "N", "O", "O", "H", "H", "H", "H", "H", "C", "C", "C", "C", "C", "C", "N", "O", "O", "H", "H", "H", "H", "H", "C", "C", "C", "C", "C", "C", "N", "O", "O", "H", "H", "H", "H", "H"],
  "positions_angstrom": [[1.29010, 2.67551, 1.08058], [4.52540, -2.60756, 3.66259], [3.25275, -2.21808, 4.23438], [2.88946, -2.92940, 5.55911], [3.47403, -2.52409, 6.90526], [3.57753, -1.02144, 7.11579], [3.83155, -0.14610, 5.80565], [3.14495, -0.70360, 4.64705], [3.26185, 0.20908, 3.50684], [5.34576, -0.19129, 5.62342], [3.43435, 1.29939, 6.21799], [2.10228, -2.56028, 3.31604], [5.29854, -2.51231, 4.42501], [4.85991, -1.96035, 2.85183], [4.48766, -3.65186, 3.35254], [3.18021, -3.95859, 5.34854], [1.81179, -2.91140, 5.72164], [4.44622, -3.01682, 6.89240], [2.85951, -2.94735, 7.69980], [4.38615, -1.03936, 7.84648], [2.89192, -0.62213, 7.86317], [5.79109, -1.14864, 5.89410], [5.78030, 0.60970, 6.22149], [5.63198, 0.14503, 4.62689], [3.86496, 1.90291, 5.41897], [3.72250, 1.78161, 7.15208], [2.35838, 1.33121, 6.04660], [1.98311, -3.63338, 3.16654], [2.07688, -2.08080, 2.33749], [1.12521, -2.66433, 3.78786], [-0.20115, 5.20349, -3.39964], [1.11094, 4.48230, -3.50540], [2.14806, 5.24832, -4.34980], [1.73508, 4.17640, -2.22534], [-0.86734, 4.65611, -2.73281], [-0.74590, 5.10064, -4.33814], [-0.18982, 6.26635, -3.15825], [0.94292, 3.49366, -3.93256], [1.60743, 5.29768, -5.29499], [3.12411, 4.77883, -4.47226], [2.23882, 6.29166, -4.04765], [-2.39166, 0.20910, -2.62423], [-1.62777, -0.54480, -1.51977], [-0.78198, -1.64888, -2.14144], [-0.84286, 0.26865, -0.70250], [-3.18308, -0.42169, -3.02902], [-1.68412, 0.51981, -3.39297], [-3.02029, 0.96740, -2.15741], [-2.34753, -1.04986, -0.87560], [-0.00453, -1.09104, -2.66344], [-1.36405, -2.25203, -2.83822], [-0.41535, -2.31514, -1.36056], [1.44286, -7.61042, -5.37658], [1.96865, -7.20138, -4.17925], [2.36928, -5.84979, -4.33795], [2.10105, -5.43973, -5.66013], [1.52933, -6.53718, -6.26397], [1.20826, -8.56721, -5.59934], [2.17755, -7.89900, -3.38170], [2.71033, -5.17155, -3.56978], [2.26831, -4.48757, -6.14161], [1.21484, -6.55645, -7.29698], [-5.90036, -5.65855, -4.99310], [-7.11386, -5.40583, -5.73007], [-7.75686, -4.21305, -5.49573], [-7.24057, -3.25816, -4.62135], [-6.03960, -3.58469, -3.90895], [-5.32895, -4.75840, -4.08090], [-7.99257, -2.03473, -4.31105], [-7.39111, -1.17306, -3.78728], [-9.11455, -1.80447, -4.74905], [-5.46925, -6.60529, -5.28332], [-7.65351, -6.15935, -6.28450], [-8.66296, -3.99386, -6.04102], [-5.71949, -3.00141, -3.05823], [-4.40936, -5.01594, -3.57649], [5.66219, -0.76579, -6.68673], [6.11089, -1.82877, -5.89035], [5.55362, -2.03253, -4.62607], [4.71185, -1.01976, -4.09232], [4.36065, 0.09757, -4.84740], [4.73627, 0.20050, -6.19521], [4.31985, -1.14919, -2.62674], [3.95071, -0.13412, -1.99364], [4.38298, -2.23204, -2.03447], [6.18285, -0.66492, -7.62755], [7.02085, -2.32959, -6.18625], [5.82810, -2.81833, -3.93790], [3.61044, 0.71491, -4.37573], [4.46459, 1.02757, -6.83439], [-4.99733, 8.77130, -0.94557], [-5.22449, 7.52959, -1.44636], [-4.88008, 6.40132, -0.76880], [-4.09165, 6.55635, 0.36761], [-3.62346, 7.86190, 0.80327], [-4.10044, 8.97228, 0.07979], [-3.47465, 5.33502, 0.86113], [-4.15454, 4.42403, 1.33734], [-2.21723, 5.18562, 0.73797], [-5.35196, 9.62098, -1.51009], [-5.84705, 7.39538, -2.31860], [-4.94611, 5.48999, -1.34459], [-3.09266, 7.69280, 1.72851], [-3.87568, 9.97987, 0.39702], [-2.79786, 2.10316, 8.75753], [-1.63583, 1.39490, 8.46265], [-1.45959, 1.11367, 7.15644], [-2.29371, 1.53708, 6.18649], [-3.47795, 2.23486, 6.48162], [-3.76367, 2.45301, 7.81183], [-1.98796, 1.04099, 4.87609], [-2.15413, -0.09882, 4.58754], [-1.25514, 1.82748, 4.18734], [-2.90916, 2.55922, 9.73017], [-0.90150, 1.09866, 9.19710], [-0.61167, 0.49470, 6.90284], [-4.18442, 2.51046, 5.71264], [-4.71018, 2.89339, 8.08855]],
  "lowdin_charge": [1.36, -0.02, -0.48, -0.14, -0.17, -0.13, -0.47, 0.09, -0.08, -0.02, -0.02, -0.04, 0.08, 0.11, 0.12, 0.13, 0.12, 0.11, 0.12, 0.12, 0.11, 0.09, 0.10, 0.10, 0.08, 0.10, 0.08, 0.10, 0.10, 0.09, -0.08, -0.54, -0.04, -0.26, 0.07, 0.08, 0.08, 0.12, 0.08, 0.08, 0.08, -0.06, -0.59, -0.07, -0.21, 0.07, 0.08, 0.07, 0.14, 0.08, 0.08, 0.08, 0.00, -0.13, -0.12, -0.12, -0.15, 0.15, 0.10, 0.08, 0.09, 0.10, -0.05, -0.05, -0.03, -0.11, -0.01, -0.07, -0.38, 0.09, 0.07, 0.10, 0.11, 0.12, 0.11, 0.11, -0.06, -0.07, 0.00, -0.12, -0.02, -0.04, -0.31, 0.02, 0.05, 0.10, 0.11, 0.11, 0.11, 0.10, -0.08, -0.09, -0.01, -0.14, 0.03, -0.06, -0.33, 0.08, 0.00, 0.11, 0.12, 0.13, 0.11, 0.11, -0.06, -0.06, -0.06, -0.18, 0.02, -0.06, -0.34, 0.14, -0.02, 0.11, 0.12, 0.13, 0.13, 0.11]
}